{
  "formula": "CH18O8",
  "method": "the ωB97M-V functional and the def2-TZVPD basis",
  "elements": ["O", "H", "H", "H", "C", "O", "H", "H", "H", "O", "H", "H", "O", "H", "H", "O", "H", "H", "O", "H", "H", "O", "H", "H", "O", "H", "H"],
  "xyz": [[1.816, 0.006, -2.182], [1.317, 0.334, -2.934], [2.432, 0.688, -1.907], [1.314, -0.356, -1.448], [0.162, 0.564, 0.783], [0.052, -0.465, -0.122], [1.159, 0.494, 1.218], [0.018, 1.553, 0.349], [-0.557, 0.476, 1.598], [-3.441, 1.208, 0.586], [-4.186, 1.198, 1.187], [-2.674, 1.270, 1.156], [1.193, 4.501, -0.106], [1.099, 4.893, 0.762], [1.499, 3.611, 0.065], [0.921, -3.339, -1.602], [0.199, -3.140, -2.198], [0.810, -2.724, -0.876], [2.829, -1.478, 2.036], [2.359, -0.981, 1.366], [3.327, -0.818, 2.518], [-1.449, -2.687, 0.839], [-2.195, -2.304, 1.300], [-0.797, -1.987, 0.814], [-2.437, -0.406, -1.379], [-1.789, -0.460, -0.677], [-2.980, 0.348, -1.146]],
  "spin_multiplicity": 2,
  "s2": 0.75,
  "charge": 1,
  "homo_energy_ev": [-14.287, -14.219],
  "largest_force_ha_per_bohr": 0.04541,
  "lumo_energy_ev": [-4.99, -8.04],
  "e_above_lowest_kj_mol": 63.85,
  "homo_lumo_gap_ha": [0.3418, 0.2272]
}

---

{
  "formula": "CH20NO8",
  "method": "the ωB97M-V functional and the def2-TZVPD basis",
  "elements": ["C", "N", "H", "H", "H", "H", "H", "H", "O", "H", "H", "O", "H", "H", "O", "H", "H", "O", "H", "H", "O", "H", "H", "O", "H", "H", "O", "H", "H", "O"],
  "xyz": [[0.451, -1.808, 0.093], [0.328, -0.626, 0.682], [1.239, -2.558, 0.257], [-0.268, -2.193, -0.759], [-0.303, 0.174, 0.351], [1.069, -0.272, 1.320], [-1.079, 2.463, -0.291], [0.001, 3.590, 0.343], [-0.204, 2.735, 0.026], [3.823, 0.788, 1.307], [3.543, -0.034, 2.498], [3.095, 0.206, 1.633], [-3.384, 2.703, -0.963], [-3.791, 1.070, -1.176], [-3.280, 1.827, -1.362], [2.230, -1.303, -1.691], [3.539, -1.554, -1.635], [2.832, -1.621, -1.062], [0.336, -1.049, -3.558], [1.199, -2.468, -3.499], [0.904, -1.743, -2.955], [0.664, 1.290, 4.244], [-0.343, 0.921, 3.057], [0.613, 0.918, 3.295], [-3.967, 0.204, 1.605], [-3.230, -0.883, 2.163], [-3.033, -0.026, 1.767], [-2.014, -0.841, -2.398], [-1.535, 0.594, -1.930], [-1.269, -0.472, -1.914]],
  "spin_multiplicity": 1,
  "charge": 1,
  "homo_energy_ev": -14.013,
  "largest_force_ha_per_bohr": 0.09157,
  "lumo_energy_ev": -3.42,
  "e_above_lowest_kj_mol": 42.56,
  "homo_lumo_gap_ha": 0.3893
}

---

{
  "formula": "CH24F3O15S",
  "method": "the ωB97M-V functional and the def2-TZVPD basis",
  "elements": ["C", "F", "F", "F", "S", "O", "O", "O", "O", "H", "H", "O", "H", "H", "O", "H", "H", "O", "H", "H", "O", "H", "H", "O", "H", "H", "O", "H", "H", "O", "H", "H", "O", "H", "H", "O", "H", "H", "O", "H", "H", "O", "H", "H"],
  "xyz": [[-0.655, -1.481, -0.101], [0.386, -1.336, 0.750], [-0.304, -2.400, -0.930], [-1.759, -1.952, 0.496], [-1.059, 0.231, -0.979], [-1.641, 1.097, 0.041], [0.166, 0.910, -1.359], [-1.947, 0.033, -2.136], [4.696, -4.525, 0.937], [4.134, -4.505, 1.711], [5.144, -3.679, 0.943], [2.555, 0.665, 5.277], [2.338, -0.261, 5.167], [2.967, 0.914, 4.450], [-5.601, -2.724, -3.608], [-5.312, -2.262, -2.822], [-5.028, -3.489, -3.662], [-6.127, -1.066, 0.509], [-5.797, -0.168, 0.487], [-6.486, -1.168, 1.390], [1.638, 2.900, -5.146], [2.510, 2.692, -5.481], [1.609, 2.491, -4.281], [-0.072, -5.742, 3.549], [-0.819, -5.873, 4.134], [-0.223, -4.883, 3.156], [-4.203, 1.713, 4.642], [-4.475, 2.542, 5.035], [-3.345, 1.897, 4.262], [-2.159, 2.700, -6.108], [-2.497, 2.151, -5.400], [-1.218, 2.751, -5.944], [3.587, -4.383, -2.877], [4.073, -3.562, -2.957], [3.205, -4.351, -1.999], [-0.721, 3.623, 3.518], [0.206, 3.395, 3.599], [-0.987, 3.254, 2.676], [3.223, 5.879, -1.480], [3.628, 5.940, -2.345], [3.278, 4.950, -1.254], [4.062, 2.552, 1.538], [4.117, 2.168, 0.663], [4.911, 2.362, 1.938]],
  "spin_multiplicity": 1,
  "charge": -1,
  "homo_energy_ev": -5.881,
  "largest_force_ha_per_bohr": 0.07480,
  "lumo_energy_ev": 1.63,
  "e_above_lowest_kj_mol": 323.39,
  "homo_lumo_gap_ha": 0.2760
}

---

{
  "formula": "CH26O14",
  "method": "the ωB97M-V functional and the def2-TZVPD basis",
  "elements": ["O", "H", "H", "H", "O", "H", "H", "H", "O", "H", "H", "H", "O", "H", "H", "H", "C", "O", "O", "O", "O", "H", "H", "O", "H", "H", "O", "H", "H", "O", "H", "H", "O", "H", "H", "O", "H", "H", "O", "H", "H"],
  "xyz": [[1.570, -1.020, 2.729], [1.884, -1.926, 2.783], [2.268, -0.383, 2.558], [0.886, -0.864, 2.074], [1.987, -1.580, -2.017], [2.547, -1.854, -1.287], [1.467, -2.344, -2.279], [1.329, -0.919, -1.789], [-0.614, -3.213, 0.000], [-0.954, -3.320, -0.891], [0.227, -3.636, 0.191], [-0.582, -2.263, 0.138], [-1.946, -0.762, -2.857], [-1.573, -1.277, -3.577], [-2.246, 0.099, -3.157], [-1.195, -0.649, -2.270], [-0.164, 0.074, 0.037], [-0.100, -0.350, -1.137], [0.209, 1.229, 0.269], [-0.342, -0.711, 0.951], [-1.627, -2.402, 2.708], [-1.224, -1.770, 2.113], [-2.078, -1.864, 3.360], [2.975, 1.183, -0.735], [2.085, 0.910, -0.512], [2.962, 2.136, -0.648], [-2.871, 0.124, 1.557], [-3.496, -0.555, 1.301], [-2.014, -0.245, 1.342], [0.752, 1.740, -2.981], [0.516, 1.303, -2.163], [0.610, 1.076, -3.657], [-0.645, 1.642, 3.154], [-0.249, 1.866, 2.312], [-1.372, 1.060, 2.930], [1.165, 3.483, 1.529], [0.875, 2.656, 1.143], [1.861, 3.789, 0.947], [-1.279, 3.387, -1.303], [-0.666, 3.526, -2.024], [-0.937, 2.622, -0.841]],
  "spin_multiplicity": 1,
  "charge": 2,
  "homo_energy_ev": -15.395,
  "largest_force_ha_per_bohr": 0.13075,
  "lumo_energy_ev": -9.37,
  "e_above_lowest_kj_mol": 362.88,
  "homo_lumo_gap_ha": 0.2215
}

---

M? In order: 158.147 174.170 365.249 262.205 g/mol.